# 1
ORCA calculation (the ωB97M-V functional and the def2-TZVPD basis) on a cluster of 7 separate species, C34H83Cl4N5 in total.

Structure (XYZ):
```
126
Properties=species:S:1:pos:R:3:lowdin_charge:R:1
Cl 2.3184 0.7133 5.4145 0.53
C 1.7047 -1.0140 5.5626 -0.61
C 1.1644 -1.3621 6.8912 -0.73
Cl 0.3549 -2.8812 6.9945 0.62
H 2.7451 -1.4803 5.4672 0.09
H 1.0849 -1.1834 4.6501 0.05
H 0.5788 -0.7262 7.5427 0.07
H 2.0721 -1.4850 7.4773 0.07
Cl 3.6820 3.6548 -0.6188 0.55
C 3.5984 1.8160 -0.5413 -0.65
C 4.9693 1.3480 -0.7102 -0.64
Cl 4.9850 -0.5096 -0.7120 0.47
H 2.8118 1.4230 -1.1434 0.03
H 3.2345 1.4731 0.3786 0.04
H 5.4868 1.7494 0.1991 0.08
H 5.6964 1.5477 -1.6317 0.11
C 1.5092 5.2302 2.8332 -0.05
C 0.7011 5.0693 1.5039 -0.25
N 0.5841 6.3571 0.8893 -0.19
C 0.4061 6.2877 -0.5126 -0.34
C -0.2817 5.3090 -1.1594 -0.12
C -0.4388 7.1317 1.4296 -0.31
C -0.0429 8.6348 1.4737 -0.09
H 0.9379 5.7964 3.6948 0.10
H 2.5456 5.6116 2.6162 0.09
H 1.5691 4.2357 3.3136 0.05
H -0.4543 4.6852 1.7002 0.17
H 0.8714 4.4004 0.9583 -0.05
H 1.3469 5.9300 -0.8168 0.09
H 0.4713 7.2917 -1.0443 0.16
H -0.5426 4.3701 -0.7233 0.06
H 0.2834 4.8857 -1.9186 0.08
H -1.1998 5.8590 -1.3492 0.10
H -0.7081 6.7677 2.4851 0.13
H -1.3627 7.1080 0.9161 0.10
H -0.9274 9.1902 1.6639 0.04
H 0.6663 9.0083 0.5637 0.11
H 0.8673 8.8104 2.2232 0.10
C 2.3869 0.6165 -9.1870 -0.09
C 2.1261 -0.8324 -9.3337 -0.30
N 1.8411 -1.4659 -8.0389 -0.17
C 1.0250 -2.6588 -8.0860 -0.40
C 1.0300 -3.4216 -9.1582 -0.19
C 3.0267 -1.6753 -7.1181 -0.18
C 2.6571 -1.6357 -5.6207 -0.05
H 2.1910 1.1128 -10.0553 0.03
H 3.6454 0.6789 -9.1641 0.15
H 1.8735 0.9562 -8.4649 0.00
H 3.0212 -1.2959 -9.8199 0.11
H 1.3658 -0.8989 -10.1980 0.14
H 0.0503 -2.1165 -8.1040 0.13
H 1.0636 -3.0937 -7.0607 0.13
H 1.5641 -3.4330 -10.2710 0.15
H -0.0671 -3.6864 -9.3074 0.09
H 1.3136 -4.5929 -8.8449 0.13
H 3.9037 -0.9313 -7.2454 0.14
H 3.4584 -2.5798 -7.3939 0.08
H 2.4704 -0.7066 -5.2265 0.05
H 3.4335 -1.8507 -5.0257 0.05
H 1.8470 -2.1489 -5.6090 -0.01
C -1.4874 -7.0131 3.1146 -0.09
C -1.7675 -5.9386 2.0828 -0.22
N -0.6421 -5.0347 1.6781 -0.14
C -0.6785 -4.5226 0.3647 -0.33
C -1.8862 -4.0848 -0.2624 -0.09
C -0.3051 -4.0299 2.6959 -0.29
C 1.0907 -3.7558 2.7302 -0.11
H -2.0857 -7.8120 3.3151 0.02
H -1.3257 -6.6291 4.1096 0.05
H -0.3953 -7.5597 2.8670 0.14
H -2.5935 -5.5956 2.3804 0.04
H -2.0492 -6.6203 1.3335 0.11
H -0.2955 -5.4293 -0.1971 0.12
H 0.3272 -3.9546 0.1270 0.15
H -2.8536 -4.3707 -0.1547 0.05
H -1.6081 -4.1922 -1.4205 0.14
H -1.8514 -3.0584 -0.1195 0.01
H -0.5629 -4.2431 3.7648 0.12
H -1.0245 -3.1699 2.6179 0.12
H 1.4136 -3.3351 1.8289 0.04
H 1.7199 -4.6854 2.9007 0.12
H 1.3075 -3.0940 3.5498 0.05
C 0.9231 -0.8386 -2.0833 -0.12
C 0.4878 -0.9268 -0.7186 -0.23
N 0.5282 0.4455 0.0005 -0.11
C -0.1056 1.5484 -0.5534 -0.34
C -1.4211 1.4232 -1.0642 -0.10
C 0.1735 0.1871 1.4887 -0.16
C 0.5946 1.3534 2.4003 -0.07
H 1.9078 -0.3343 -2.3772 0.10
H 0.0441 -0.4682 -2.7270 0.11
H 0.8452 -1.7404 -2.6499 0.06
H 1.0159 -1.5766 -0.0217 0.09
H -0.5836 -1.3888 -0.6266 0.13
H 0.2737 1.5692 -1.5496 0.10
H 0.0619 2.4815 -0.0908 0.09
H -1.9690 0.5867 -1.3463 0.07
H -1.6631 2.1613 -1.8320 0.10
H -1.8614 1.8165 -0.2596 0.04
H 0.4729 -0.6625 1.7287 -0.01
H -1.0251 0.1999 1.7904 0.14
H 0.0017 2.2566 2.2391 0.07
H 1.4925 1.5708 2.3424 -0.05
H 0.6304 1.0046 3.5741 0.08
C -4.7283 1.6311 3.0434 -0.07
C -3.5157 0.7561 3.3525 -0.24
N -4.0033 -0.5574 3.6977 -0.17
C -4.2667 -1.3914 2.5581 -0.29
C -3.9336 -1.0860 1.2658 -0.12
C -2.8662 -1.2754 4.4826 -0.23
C -2.8599 -0.8480 5.9045 -0.13
H -4.4420 2.6042 2.7477 0.05
H -5.3405 1.9509 3.8838 0.08
H -5.2909 1.1897 2.2717 0.05
H -3.1119 1.1532 4.4631 0.17
H -2.8014 0.4620 2.5632 0.08
H -5.3075 -1.1073 2.4480 0.12
H -4.5123 -2.2763 2.8957 0.09
H -3.6649 -0.3137 0.7383 0.04
H -4.6153 -1.4939 0.4867 0.14
H -3.1676 -1.5890 1.1140 -0.01
H -1.7612 -1.1011 4.0138 0.15
H -3.0418 -2.3235 4.6164 0.10
H -3.8636 -0.7941 6.3128 0.09
H -2.4211 0.0427 6.1178 0.02
H -2.2716 -1.5661 6.4238 0.04
```

Calculated values
Total charge: 0
SMILES string: CCN(CC)CC.CCN(CC)CC.CCN(CC)CC.CCN(CC)CC.CCN(CC)CC.ClCCCl.ClCCCl
ΔE to the lowest compared entry with this formula, charge and spin: 480.0 kJ/mol


# 2
ORCA calculation (the ωB97M-V functional and the def2-TZVPD basis) on the ion C9H12F5INO4S with charge +1.

Structure (XYZ):
```
33
Properties=species:S:1:pos:R:3:lowdin_charge:R:1
O -0.7855 0.7644 -3.8929 0.08
C 0.3315 0.8177 -3.4289 -0.23
C 0.5903 0.8622 -1.9287 -0.10
C -0.1915 -0.2451 -1.1970 -0.23
C 0.0159 -1.5940 -1.9199 -0.12
C -0.3197 -2.8510 -1.1208 -0.14
C 0.2962 -2.7572 0.2605 -0.19
N -0.3202 -1.5496 0.9454 -0.40
I -0.0895 -1.7211 3.0331 1.26
C 0.1637 -0.2550 0.3242 -0.51
O 1.5015 -0.0371 0.5462 0.03
S -0.9333 1.0968 1.0638 0.81
O -2.1074 0.3863 1.5093 -0.29
O -1.0393 2.1686 0.1212 -0.23
C -0.1079 1.8588 2.5883 -0.47
F 1.1478 1.4165 2.7567 0.10
F -0.8537 1.4994 3.6374 0.10
C -0.0877 3.4161 2.5135 -0.62
F 0.6488 3.8283 1.4978 0.20
F 0.4503 3.8509 3.6393 0.21
F -1.3170 3.8776 2.4046 0.21
H 1.2184 0.8498 -4.0903 0.14
H 0.2671 1.8540 -1.6070 0.12
H 1.6686 0.7941 -1.7480 0.13
H -1.2601 0.0081 -1.2729 0.16
H -0.6316 -1.5651 -2.8018 0.13
H 1.0434 -1.6772 -2.2920 0.14
H 0.1076 -3.7205 -1.6310 0.14
H -1.4037 -3.0105 -1.0411 0.14
H 0.0820 -3.6237 0.8870 0.10
H 1.3755 -2.5937 0.1942 0.14
H -1.3318 -1.5919 0.7743 0.12
H 1.8715 -0.5568 1.2754 0.09
```

Calculated values
Total charge: +1
SMILES string: O=CC[C@H]1CCC[N@@H+](I)[C@]1(O)S(=O)(=O)C(F)(F)C(F)(F)F


# 3
ORCA calculation (the ωB97M-V functional and the def2-TZVPD basis) on the ion C23H34N with charge +1.

Structure (XYZ):
```
58
Properties=species:S:1:pos:R:3:lowdin_charge:R:1
C 2.3888 0.4001 2.8163 -0.06
C 3.1877 -0.5609 1.8470 -0.30
C 3.8906 -1.8273 2.4874 -0.07
C 3.2540 -0.3466 0.4711 -0.11
C 3.8904 0.8953 -0.2512 -0.17
C 2.8277 1.9404 -0.8216 -0.18
C 1.6486 1.2538 -1.6228 -0.36
C 2.2607 0.3525 -2.7940 -0.05
C 0.5463 2.2702 -2.1229 -0.15
C -0.8498 1.5515 -2.4476 -0.14
C -1.4727 1.0523 -1.0938 -0.09
C -2.2080 2.0736 -0.3295 0.04
C -2.8242 1.7767 1.0004 -0.10
C -3.5444 2.7552 1.8333 0.05
N -4.0330 2.3648 3.0564 0.06
C -3.9268 1.0843 3.6042 -0.03
C -3.2205 0.0383 2.8774 0.04
C -2.6613 0.3896 1.5303 -0.10
C -1.9218 -0.6553 0.7409 0.04
C -1.3127 -0.3754 -0.5600 -0.08
C -0.5020 -1.4350 -1.3740 -0.13
C -1.2328 -2.8230 -1.5992 -0.38
C -1.3994 -3.7077 -0.2958 -0.09
C -2.6733 -2.5406 -2.1931 -0.09
H 1.2977 0.2512 2.5520 0.07
H 2.6467 1.4834 2.6689 0.08
H 2.4883 0.0558 3.8850 0.07
H 5.0086 -1.7656 2.4052 0.08
H 3.5959 -2.7735 1.9269 0.08
H 3.5519 -1.9971 3.5521 0.07
H 2.7629 -1.1256 -0.1895 0.09
H 4.4784 0.4835 -1.1243 0.11
H 4.5882 1.3855 0.4772 0.11
H 3.3725 2.6649 -1.4908 0.12
H 2.4270 2.5541 0.0456 0.11
H 1.1446 0.5512 -0.9023 0.09
H 3.3344 0.6728 -2.9241 0.08
H 2.2381 -0.7212 -2.4422 0.07
H 1.6509 0.5114 -3.7224 0.08
H 0.3501 3.0222 -1.3066 0.11
H 0.9238 2.7655 -3.0580 0.12
H -0.7565 0.7557 -3.2302 0.11
H -1.5690 2.3268 -2.8502 0.12
H -2.3048 3.1072 -0.7634 0.13
H -3.6665 3.8007 1.4683 0.15
H -4.5205 3.0728 3.6095 0.17
H -4.3640 0.7998 4.5964 0.14
H -3.0707 -0.9974 3.2663 0.13
H -1.8461 -1.6532 1.2522 0.10
H 0.5220 -1.5596 -0.9052 0.12
H -0.3038 -1.0107 -2.4034 0.10
H -0.6029 -3.4041 -2.3379 0.14
H -0.5888 -3.4398 0.4470 0.08
H -1.4510 -4.8111 -0.4990 0.09
H -2.3673 -3.3826 0.1966 0.07
H -2.6143 -2.0160 -3.1837 0.09
H -3.1661 -3.5524 -2.3301 0.09
H -3.3022 -1.9813 -1.4450 0.08
```

Calculated values
Total charge: +1
SMILES string: CC(C)=CCC[C@H](C)CCc1cc2c[nH+]ccc2cc1CC(C)C
ΔE to the lowest compared entry with this formula, charge and spin: 522.4 kJ/mol


# 4
ORCA calculation (the ωB97M-V functional and the def2-TZVPD basis) on a cluster of 6 separate species, C54H57F10N3O29PS in total.

Structure (XYZ):
```
155
Properties=species:S:1:pos:R:3:lowdin_charge:R:1
C 5.1368 -1.6600 -0.3010 -0.09
C 5.2520 -2.2821 -1.6947 -0.22
C 4.1623 -1.8105 -2.6505 -0.20
N 2.8517 -2.3440 -2.2487 0.03
C 1.8055 -2.3801 -3.1976 -0.24
C 0.9717 -3.6560 -3.0380 -0.28
S 1.6631 -5.0475 -3.9771 0.80
O 1.6649 -4.5473 -5.3217 -0.25
O 1.0018 -6.2417 -3.5702 -0.22
C 3.4912 -5.3054 -3.6222 -0.65
F 3.7638 -5.3572 -2.3164 0.14
F 4.2041 -4.3205 -4.1612 0.15
F 3.7976 -6.4550 -4.1879 0.19
N 0.5582 -3.8457 -1.6762 -0.09
C 1.1867 -4.7795 -0.7521 -0.13
C 0.2843 -5.6401 0.1328 -0.14
O -0.4545 -6.5455 -0.6801 -0.06
C -0.6523 -7.8016 -0.1306 -0.52
C -1.7979 -7.8896 0.8465 0.03
O 0.0230 -8.7087 -0.4657 0.17
C -0.2281 -2.7177 -1.1143 -0.38
C 0.5031 -2.1398 0.1110 -0.18
O 0.0983 -2.7842 1.2988 -0.16
O 0.7227 -2.0041 2.3368 0.03
P -2.0474 -3.1655 -0.9368 1.05
C -2.4066 -4.4969 -2.1145 -0.22
C -2.7599 -3.4921 0.7000 -0.23
C -0.4589 -1.6214 -2.2162 -0.12
C -1.3456 -0.3677 -1.8820 -0.20
O -1.4332 0.4591 -2.7388 0.14
C -2.2715 -0.0649 -0.6484 -0.39
F -1.7954 -0.5598 0.5116 0.12
F -3.4883 -0.5741 -0.8758 0.12
C -2.5148 1.4680 -0.4655 -0.36
F -3.4319 1.8642 -1.3521 0.18
F -1.3861 2.1622 -0.6769 0.12
C -3.0435 1.8315 0.9470 -0.36
F -2.0422 1.7573 1.8327 0.17
F -3.9857 0.9247 1.3062 0.13
C -3.6248 3.2675 0.9329 -0.43
O -2.9039 4.1941 0.9073 0.23
O -4.9653 3.3317 0.8545 0.15
N 0.7648 -1.2064 -3.1058 -0.11
C 0.2565 -1.0794 -4.5305 0.04
C 1.4174 0.1484 -2.8339 -0.08
C 1.9050 0.5284 -1.4349 -0.12
C 1.0091 1.4684 -0.6421 -0.19
F 1.7892 2.0497 0.3477 -0.02
H 5.2021 -0.5678 -0.3665 0.08
H 4.1764 -1.8974 0.1754 0.06
H 5.9441 -1.9881 0.3528 0.06
H 6.2038 -1.9714 -2.1354 0.12
H 5.2235 -3.3764 -1.6198 0.10
H 4.1417 -0.7188 -2.5940 0.11
H 4.3952 -2.0753 -3.6889 0.11
H 2.9571 -3.2237 -1.7618 0.10
H 2.1914 -2.3184 -4.2255 0.15
H 0.0764 -3.5809 -3.6769 0.12
H 1.8947 -4.2809 -0.0673 0.13
H 1.7788 -5.4896 -1.3203 0.11
H 0.9694 -6.1940 0.7887 0.15
H -0.3773 -5.0516 0.7741 0.10
H -2.6268 -8.4135 0.3609 0.10
H -2.1407 -6.9038 1.1639 0.06
H -1.4871 -8.4715 1.7166 0.10
H 0.3485 -1.0681 0.2205 0.10
H 1.5794 -2.2879 -0.0385 0.11
H 0.0131 -1.9913 2.9979 0.12
H -2.5930 -4.0503 -3.0971 0.04
H -3.3547 -4.9364 -1.7839 0.06
H -1.6497 -5.2750 -2.1896 0.03
H -3.8065 -3.1796 0.6212 0.03
H -2.2933 -2.9021 1.4832 0.04
H -2.7420 -4.5459 1.0022 0.03
H -1.1162 -2.1119 -2.9436 0.12
H -5.3971 2.8388 1.5687 0.14
H -0.0721 -2.0534 -4.8897 0.11
H -0.5576 -0.3675 -4.5456 0.10
H 1.0830 -0.7281 -5.1511 0.12
H 2.2614 0.1570 -3.5291 0.13
H 0.7191 0.9021 -3.2036 0.13
H 2.1972 -0.3331 -0.8436 0.09
H 2.8278 1.1039 -1.5793 0.13
H 0.1872 0.9712 -0.1208 0.10
H 0.6078 2.2689 -1.2701 0.13
C 3.0716 6.0273 5.1201 0.06
C 2.2547 4.9703 5.2415 -0.23
C 1.7898 4.1624 4.0454 -0.31
O 1.0624 3.2125 4.2838 0.09
C 2.2248 4.5543 2.7246 0.07
C 3.0396 5.6121 2.6021 -0.23
C 3.5207 6.4080 3.7997 -0.31
O 4.2651 7.3413 3.5573 0.11
O 3.5040 6.0660 1.4498 0.12
O 1.7784 4.5223 6.3918 0.12
H 3.4080 6.6095 5.9648 0.13
H 1.8779 3.9780 1.8786 0.12
H 4.0648 6.8385 1.6718 0.12
H 1.2241 3.7468 6.1701 0.12
C -1.4213 9.5208 7.9011 0.07
C -1.6520 9.8339 6.6172 -0.23
C -0.7349 9.3894 5.4947 -0.31
O -1.0597 9.7201 4.3684 0.10
C 0.4429 8.6161 5.8198 0.07
C 0.6741 8.3058 7.1034 -0.22
C -0.2538 8.7335 8.2241 -0.31
O 0.0608 8.3727 9.3442 0.11
O 1.7117 7.6021 7.5255 0.10
O -2.6848 10.5460 6.2004 0.12
H -2.0718 9.8326 8.7058 0.14
H 1.0998 8.3172 5.0151 0.13
H 1.6151 7.5331 8.4986 0.13
H -2.5968 10.6132 5.2278 0.12
C 9.4826 -2.5320 1.1834 0.07
C 10.6244 -2.9752 1.7344 -0.23
C 11.4805 -2.1062 2.6387 -0.31
O 12.4827 -2.6295 3.0869 0.11
C 11.0605 -0.7476 2.9008 0.08
C 9.9216 -0.3080 2.3470 -0.23
C 9.0588 -1.1823 1.4600 -0.31
O 8.0367 -0.6705 1.0275 0.08
O 9.4380 0.9123 2.5157 0.12
O 11.1120 -4.1866 1.5550 0.13
H 8.8700 -3.1474 0.5398 0.13
H 11.6793 -0.1301 3.5360 0.14
H 8.6044 0.9510 2.0061 0.12
H 11.9419 -4.2291 2.0751 0.13
C -9.4828 -1.9358 -0.0538 0.08
C -9.3275 -0.8308 -0.8005 -0.23
C -8.0179 -0.0717 -0.8536 -0.30
O -7.9727 0.9020 -1.5823 0.10
C -6.8985 -0.5420 -0.0686 0.07
C -7.0586 -1.6437 0.6768 -0.23
C -8.3624 -2.4145 0.7224 -0.31
O -8.3629 -3.4114 1.4231 0.11
O -6.1094 -2.1765 1.4365 0.10
O -10.2756 -0.3057 -1.5551 0.13
H -10.4117 -2.4866 -0.0117 0.14
H -5.9720 0.0130 -0.1190 0.11
H -6.5106 -2.9690 1.8521 0.12
H -9.8919 0.4814 -1.9920 0.12
C -5.7246 3.2786 -6.3501 0.08
C -4.8916 2.3446 -5.8741 -0.23
C -5.3584 1.2117 -4.9826 -0.31
O -4.4966 0.4223 -4.6214 0.08
C -6.7504 1.1426 -4.6185 0.07
C -7.5892 2.0797 -5.0855 -0.22
C -7.1266 3.2033 -5.9929 -0.30
O -7.9830 3.9824 -6.3645 0.12
O -8.8806 2.1205 -4.8120 0.12
O -3.5892 2.3048 -6.1237 0.11
H -5.3981 4.0878 -6.9876 0.14
H -7.0769 0.3450 -3.9679 0.12
H -9.2377 2.8989 -5.2879 0.13
H -3.2632 1.5132 -5.6494 0.11
```

Calculated values
Total charge: +1


# 5
ORCA calculation (the ωB97M-V functional and the def2-TZVPD basis) on a cluster of 2 separate species, C23H29N3O6 in total.

Structure (XYZ):
```
61
Properties=species:S:1:pos:R:3:lowdin_charge:R:1
O 0.4919 -3.7982 -2.2037 0.03
O -4.0915 0.6103 0.7062 0.11
O 1.1731 0.1665 -4.1795 0.05
O 5.1585 3.2798 -0.9143 0.05
O -0.2067 4.2105 5.0614 0.05
O -2.1594 0.6403 -0.5422 -0.08
C -0.5737 -3.2028 -2.1121 -0.54
C -2.8776 0.4413 0.6031 -0.40
C 1.1531 -0.8646 -3.5125 -0.46
C 2.8951 2.5397 -0.6822 0.01
C 4.6735 0.9406 -1.1821 -0.01
C -0.4770 3.2069 2.9158 0.00
C -0.9393 2.1542 2.1231 -0.01
C -1.2789 2.0806 4.8859 0.02
C 1.9550 1.4928 -0.6868 -0.02
C 3.7284 -0.1044 -1.1876 -0.02
C 4.2557 2.2653 -0.9265 -0.31
C -0.6511 3.1742 4.2947 -0.32
C -1.5902 1.0480 2.7015 -0.11
C -1.7427 1.0132 4.1052 -0.15
C 2.3692 0.1708 -0.9374 -0.22
N 1.7510 -1.9872 -3.9245 0.03
N -2.8208 -1.1150 2.6170 -0.01
N -0.6837 -1.8750 -2.0457 0.13
C -2.8889 1.2565 -1.6159 -0.04
C -1.8678 -3.9807 -2.0588 0.01
C 2.5275 -2.1107 -5.1550 -0.05
C -2.0749 -0.0997 1.8188 -0.18
C -2.4234 -0.1483 4.7862 -0.14
C -2.3105 -1.4222 3.9568 -0.21
C 1.3393 -0.9422 -0.9611 -0.10
C 0.3935 -0.8760 -2.1713 -0.19
H 6.0456 2.9735 -1.1025 0.10
H -0.4430 4.0551 5.9892 0.11
H 2.5877 3.5581 -0.4996 0.11
H 5.7126 0.7292 -1.3798 0.10
H 0.0210 4.0597 2.4665 0.12
H -0.7894 2.2136 1.0504 0.10
H -1.4153 2.0532 5.9611 0.12
H 0.9122 1.7075 -0.5103 0.10
H 4.0463 -1.1178 -1.3898 0.11
H 1.6375 -2.8084 -3.3379 0.10
H -3.0177 -1.9560 2.0754 0.12
H -1.6155 -1.5045 -1.9475 0.13
H -3.2928 2.2271 -1.3074 0.10
H -2.2250 1.4191 -2.4704 0.09
H -3.7180 0.6186 -1.9409 0.10
H -2.4069 -3.7356 -1.1453 0.08
H -1.6387 -5.0460 -2.0728 0.09
H -2.4734 -3.7287 -2.9280 0.09
H 1.8845 -1.9217 -6.0162 0.08
H 3.3345 -1.3753 -5.1541 0.08
H 2.9507 -3.1130 -5.2318 0.08
H -1.1838 -0.5885 1.4142 0.13
H -1.9818 -0.3199 5.7720 0.12
H -3.4807 0.0964 4.9262 0.13
H -2.9032 -2.2187 4.4188 0.12
H -1.2683 -1.7573 3.9078 0.12
H 0.7482 -0.8803 -0.0473 0.11
H 1.8541 -1.9035 -0.9544 0.11
H -0.0886 0.0998 -2.1221 0.13
```

Calculated values
Total charge: 0
SMILES string: CNC(=O)[C@H](Cc1ccc(O)cc1)NC(C)=O.COC(=O)[C@@H]1NCCc2cc(O)ccc21
ΔE to the lowest compared entry with this formula, charge and spin: 26.6 kJ/mol


no.,HOMO energy (eV),LUMO level (hartree)
1,-8.0,0.018
2,-13.0,-0.215
3,-9.4,-0.164
4,-10.7,-0.118
5,-8.3,0.017